{
  "formula": "C11H20O2",
  "method": "the ωB97M-V functional and the def2-TZVPD basis",
  "energy_ev": -15812.519,
  "molar_mass_da": 184.28,
  "e_above_lowest_kcal_mol": 331.0,
  "homo_ev": -9.39,
  "lumo_ev": 0.783,
  "species": ["C", "C", "C", "C", "C", "C", "C", "C", "C", "C", "C", "H", "H", "H", "H", "H", "H", "H", "H", "H", "H", "H", "H", "H", "H", "H", "H", "H", "H", "H", "H", "O", "O"],
  "xyz": [[-0.46308, -3.07004, -3.51051], [-1.01346, -1.95729, -4.25819], [-0.45374, -0.63613, -3.99488], [0.31519, -0.22297, -2.57805], [-0.74271, 0.39898, -1.71229], [-0.81070, 0.60106, -0.09534], [0.07158, -0.67631, 0.60343], [0.54213, -0.25164, 2.04223], [0.87124, 2.17709, 3.78652], [-0.48617, 1.51868, 3.56165], [-0.66031, 0.33443, 2.95442], [-0.73732, -4.30677, -4.24192], [-0.87334, -2.82407, -2.25843], [0.86538, -3.09037, -3.34952], [-2.00630, -1.57567, -3.95074], [-1.42820, -2.26567, -5.26884], [-0.83740, 0.29840, -4.47284], [0.53955, -0.52092, -4.47791], [0.99480, -1.05859, -2.32944], [1.35201, 0.44155, -2.90386], [-1.68051, -0.30336, -1.83314], [-1.04505, 1.43507, -2.17109], [-1.90581, 0.43159, 0.29050], [-0.38885, 1.49838, 0.20887], [0.65564, -1.34448, -0.45391], [-0.91397, -1.26499, 0.76177], [1.11756, -1.20734, 2.40489], [1.49369, 2.05149, 4.78663], [0.63819, 3.20516, 3.37336], [-1.31339, 1.93788, 3.98701], [-1.95139, 0.23305, 2.59100], [1.22575, 0.91610, 1.75202], [1.82486, 1.45071, 3.06219]],
  "forces_ev_per_a": [[2.4, -3.5, 3.0], [-4.1, 1.0, -1.4], [6.7, 3.8, -0.8], [2.1, 0.6, -2.6], [-3.5, 0.9, 1.7], [0.5, -4.2, -1.1], [-4.1, -0.2, -3.0], [-1.2, -1.4, -0.5], [-0.3, -0.7, -0.2], [2.4, -2.5, 0.7], [-2.8, 0.1, -2.7], [0.6, 3.8, 3.1], [1.2, -1.8, -3.7], [-4.2, 0.2, -0.9], [-0.7, -1.8, 1.0], [1.8, 0.9, 0.3], [-1.0, -1.0, 0.8], [-0.2, -0.8, -0.9], [-1.3, -0.3, 0.8], [-3.4, -0.7, 0.8], [1.6, 1.3, -0.2], [0.5, -2.0, 0.6], [2.1, 0.8, -1.0], [0.5, 1.7, 0.5], [-1.0, 2.3, 4.3], [2.1, -0.1, 0.1], [-0.6, 2.3, 0.2], [-2.2, 1.0, -1.3], [1.1, -0.5, 0.8], [-2.0, 1.5, 1.0], [4.2, -0.5, 1.3], [2.7, 1.0, 1.6], [0.1, -1.0, -2.3]],
  "lowdin_charge": [-0.180, -0.442, -0.265, -0.252, -0.234, -0.160, -0.115, -0.358, -0.198, -0.112, -0.014, 0.175, 0.140, 0.133, 0.103, 0.124, 0.121, 0.083, 0.048, 0.167, 0.125, 0.133, 0.111, 0.047, 0.185, 0.098, 0.168, 0.180, 0.132, 0.061, 0.187, -0.097, -0.093]
}